DFT (wB97M-V/def2-TZVPD) results for C25H27CdN3 as an isolated structure.

## Properties
- E_tot: -1300.73350 Ha
- Spin multiplicity: 1
- Net charge: 0
- Gap between HOMO and LUMO: 0.1428 Eh

XYZ file:
```
56
C25H27CdN3, DFT wB97M-V/def2-TZVPD
C 1.566 -2.916 0.449
C 2.726 -2.001 0.209
H 0.860 -2.788 1.294
H 1.904 -3.947 0.580
H 0.950 -2.882 -0.489
H 2.292 -0.990 -0.010
H 3.375 -1.855 1.071
H 3.425 -2.177 -0.628
C -2.537 -1.678 -1.559
C -3.901 -1.476 -1.756
C -4.305 -0.207 -2.179
C -3.393 0.831 -2.338
H -2.106 -2.637 -1.233
H -4.597 -2.299 -1.619
H -5.353 -0.010 -2.358
H -3.668 1.822 -2.655
N -1.682 -0.649 -1.747
C -2.038 0.608 -2.113
C -0.958 1.627 -2.270
N 0.312 1.275 -1.943
C 1.399 2.075 -2.019
C -0.030 3.772 -2.884
C 1.248 3.378 -2.487
H 2.363 1.649 -1.694
H 2.112 4.032 -2.546
C -1.123 2.915 -2.773
H -2.116 3.175 -3.097
H -0.186 4.766 -3.279
Cd 0.468 -0.904 -2.151
C 1.300 -1.868 -3.816
H 2.071 -1.206 -4.203
H 0.485 -1.919 -4.540
H 1.709 -2.842 -3.559
C -2.359 -2.327 3.832
C -2.794 -1.804 2.596
C -1.988 -0.953 1.861
C -0.689 -0.574 2.341
C -0.289 -1.040 3.632
C -1.107 -1.928 4.333
N 0.050 0.189 1.509
C 1.090 1.002 1.843
C 1.070 2.340 1.348
C 2.112 3.218 1.606
C 3.236 2.788 2.332
C 3.279 1.479 2.832
C 2.236 0.583 2.580
H -2.983 -3.031 4.414
H -3.773 -2.103 2.210
H -2.322 -0.549 0.897
H 0.662 -0.689 4.040
H -0.745 -2.314 5.286
H 0.196 2.650 0.769
H 2.064 4.240 1.222
H 4.060 3.483 2.540
H 4.145 1.126 3.402
H 2.281 -0.458 2.918
```